Below is a molecular structure, C23H18MnNO4PS2, with properties calculated with ωB97M-V/def2-TZVPD.

Structure (XYZ):
```
50
Properties=species:S:1:pos:R:3:mulliken_charge:R:1
Mn 0.8747 0.3935 -2.2314 0.30
O 2.7261 1.1056 -1.8693 -0.66
S 3.3941 -0.2486 -1.7626 1.61
O 4.6953 -0.2951 -2.3683 -0.74
O 2.3726 -1.1552 -2.3687 -0.76
C 3.5215 -0.6430 -0.0800 0.02
C 4.7760 -0.9416 0.4292 -0.35
C 4.9504 -1.2998 1.7582 -0.76
C 3.8117 -1.3649 2.6087 -0.57
C 2.5668 -1.0634 2.1352 -0.37
C 2.3414 -0.6847 0.7771 -0.70
P 0.7711 -0.1605 0.2086 1.75
C 0.1708 1.2048 1.2838 0.27
C 0.2793 2.5115 0.8063 -0.33
C -0.0810 3.5901 1.6008 -0.65
C -0.5554 3.3817 2.8895 -0.42
C -0.6672 2.0860 3.3770 -0.78
C -0.3078 1.0082 2.5807 0.05
C -0.4549 -1.4780 0.5967 0.09
C -0.0512 -2.8014 0.7282 -0.46
C -0.9894 -3.8146 0.8823 -0.67
C -2.3446 -3.5181 0.9021 -0.44
C -2.7586 -2.1975 0.7664 -0.74
C -1.8197 -1.1891 0.6127 -0.37
H 5.6212 -0.8958 -0.2448 0.48
H 5.9375 -1.5306 2.1363 0.35
H 3.9288 -1.6570 3.6466 0.38
H 1.7176 -1.1181 2.8095 0.17
H 0.6536 2.6792 -0.1981 0.23
H 0.0070 4.5966 1.2099 0.40
H -0.8371 4.2231 3.5108 0.36
H -1.0357 1.9156 4.3817 0.38
H -0.4134 -0.0004 2.9637 0.29
H 1.0090 -3.0268 0.7046 0.41
H -0.6581 -4.8408 0.9854 0.39
H -3.0750 -4.3090 1.0225 0.37
H -3.8150 -1.9546 0.7831 0.40
H -2.1472 -0.1598 0.5065 0.51
O -0.8474 -0.4415 -2.6205 -0.72
N -1.8563 0.3823 -2.9104 0.54
C -3.0945 -0.1349 -2.7921 -0.21
C -4.2022 0.6060 -3.1014 -0.91
C -4.0179 1.9178 -3.5477 -0.01
C -2.7497 2.4274 -3.6489 -0.82
C -1.6163 1.6632 -3.3094 0.57
S 0.0031 2.2429 -3.3418 -0.51
H -3.1059 -1.1534 -2.4336 0.50
H -5.1836 0.1696 -2.9909 0.38
H -4.8716 2.5319 -3.8038 0.37
H -2.5732 3.4409 -3.9802 0.39
```

Computed properties:
Lowest unoccupied orbital energy (alpha / beta) in eV: 2.5 / 2.5
<S²>: 6.031
Net charge: -1
Multiplicity: 5



Below is a molecular structure, C23H18N2O3S3W, with properties calculated with ωB97M-V/def2-TZVPD.

Structure (XYZ):
```
50
Properties=species:S:1:pos:R:3:mulliken_charge:R:1
W 0.3494 -1.3026 -0.5454 1.76
C -1.0758 -1.7417 3.6261 -1.32
C -0.8641 -2.0827 2.1914 1.26
N 0.1030 -1.4100 1.5347 0.11
N 0.8643 -0.6099 2.3523 -0.91
C 2.0090 -0.2990 1.8517 0.31
S 2.4702 -0.8140 0.2344 -0.21
S 3.1455 0.5836 2.8144 0.00
C 3.9705 1.6171 1.5491 -1.09
C 3.0334 2.3292 0.6111 0.41
C 3.3003 2.3258 -0.7523 -0.23
C 2.4829 3.0256 -1.6325 -0.71
C 1.3902 3.7287 -1.1530 -0.50
C 1.1086 3.7255 0.2101 -0.75
C 1.9242 3.0290 1.0875 -0.23
C -1.5750 -3.1592 1.5737 0.43
C -2.5963 -3.8653 2.2595 -0.81
C -3.1093 -5.0311 1.7580 -0.92
C -2.6126 -5.5673 0.5623 -0.46
C -1.6280 -4.9172 -0.1475 -0.67
C -1.1495 -3.7105 0.3408 1.08
O -0.2245 -3.0562 -0.3834 -0.86
H -1.0088 -0.6669 3.7735 0.39
H -0.2710 -2.1846 4.2197 0.33
H -2.0194 -2.1155 3.9992 0.44
H 4.7103 1.0262 1.0119 0.45
H 4.5171 2.3249 2.1767 0.47
H 4.1645 1.7916 -1.1305 0.40
H 2.7215 3.0405 -2.6882 0.44
H 0.7746 4.3027 -1.8335 0.57
H 0.2720 4.2947 0.5959 0.48
H 1.7111 3.0478 2.1502 0.49
H -2.9875 -3.4875 3.1898 0.28
H -3.8938 -5.5466 2.2935 0.46
H -3.0137 -6.4980 0.1833 0.43
H -1.2410 -5.3017 -1.0807 0.49
O -0.6441 -1.3594 -2.3835 -0.45
C 0.0453 -0.3097 -2.6228 0.44
O 1.2557 -0.3946 -2.1797 -0.44
C -0.6377 0.9744 -2.8195 0.77
C -0.8175 1.7039 -3.9763 -0.67
C -1.5735 2.8691 -3.9077 -0.49
C -2.1360 3.2856 -2.7084 -0.77
C -1.9456 2.5601 -1.5412 -0.61
C -1.1872 1.3989 -1.5964 0.70
S -0.8928 0.5375 -0.0688 -0.21
H -0.3951 1.3675 -4.9131 0.54
H -1.7304 3.4515 -4.8052 0.46
H -2.7267 4.1910 -2.6780 0.44
H -2.3667 2.8988 -0.6034 0.50
```

Computed properties:
Lowest unoccupied orbital energy in eV: -8.9
Net charge: +2
Energy above the lowest of the compared OMol25 structures with the same formula, charge and spin in eV: 0.000